DFT (ωB97M-V with the def2-TZVPD basis set) results for a cluster of 15 separate species, C60H150O30 in total in a non-equilibrium geometry.

Values from the calculation:
Relative energy (zero: lowest compared OMol25 entry of this formula, charge and spin) in kcal per mole: 24.64

ORCA input file:
```
! RIJCOSX wB97M-V def2-TZVPD def2/J DEFGRID3
* xyz 0 1
O 0.84 2.96 -5.38
O 2.80 3.55 -3.10
O -4.22 -3.91 1.09
O 2.62 -1.18 -8.65
O -5.10 0.59 4.01
O 0.91 1.28 0.17
O -1.46 6.54 -2.56
O 1.13 -5.72 2.43
O -2.35 2.31 -3.21
O -0.16 -0.88 2.10
O -5.41 -4.82 -3.16
O 2.44 -3.02 -2.49
O -5.20 -1.99 -3.82
O -3.70 3.26 1.42
O 3.48 -5.78 -1.54
O 1.40 -1.53 -6.07
O -3.34 5.99 1.59
O 5.37 -0.75 -1.82
O 3.02 0.04 8.17
O -0.76 -2.41 7.08
O 3.00 -3.18 2.18
O -2.01 -0.66 -2.67
O -2.71 1.62 5.51
O -1.65 9.08 -4.09
O -1.67 -5.03 5.46
O 4.01 3.39 1.52
O -2.80 -6.08 -0.04
O 3.14 1.13 5.17
O 5.84 -0.58 -5.42
O 0.63 3.65 2.86
C -1.58 -6.26 -0.75
C -1.56 10.41 -4.58
C -0.10 1.53 -0.82
C -2.85 7.18 2.13
C -5.09 1.38 5.14
C -0.67 -2.72 5.71
C 4.08 0.09 7.19
C -3.85 -5.06 1.81
C -4.97 -2.57 -2.53
C 3.54 -0.06 5.80
C 3.01 -1.45 -9.96
C -0.89 0.27 2.52
C -4.83 -0.77 4.21
C -2.78 -0.01 -3.68
C -0.41 3.31 -5.89
C 3.17 -2.08 -7.70
C 0.07 -1.00 0.73
C -2.69 3.60 -2.74
C 3.41 0.24 9.51
C -0.51 7.10 -3.37
C 4.59 -6.58 -1.38
C 6.65 -1.24 -6.38
C 0.81 2.56 -4.07
C -3.86 2.36 5.24
C -0.55 8.66 -3.34
C 1.10 -0.11 0.15
C 0.87 -4.37 2.46
C 2.06 -6.15 1.53
C -4.84 4.11 1.66
C 1.86 1.62 5.45
C -5.04 -6.20 -3.16
C -0.53 4.21 2.38
C 0.89 -0.25 -6.23
C -1.58 2.42 5.32
C -1.79 -3.63 5.25
C 2.21 2.34 -3.57
C -4.20 2.05 0.91
C 4.49 -0.14 -0.87
C 1.72 3.91 1.95
C 2.77 -1.60 -6.35
C -6.21 -1.02 -3.85
C -2.58 -5.65 1.31
C -1.36 6.71 -1.19
C 2.59 -3.55 -1.20
C 3.72 -4.51 -1.03
C -4.31 5.36 2.37
C 2.92 3.12 2.39
C 3.93 -2.26 2.72
C -1.59 -5.49 6.79
C -3.23 -2.87 0.92
C -4.39 -3.95 -2.70
C 5.24 2.86 1.92
C 6.07 -1.10 -4.11
C 0.34 -1.61 7.48
C 2.50 3.87 -1.79
C 1.93 -3.44 3.07
C 1.64 -3.82 -3.35
C -1.32 -1.84 -3.00
C -3.33 1.31 -3.16
C 5.05 -0.41 -3.15
H -3.69 2.87 4.28
H -5.18 6.03 2.51
H 1.30 -2.11 7.33
H 0.20 -1.37 8.55
H -4.36 -6.44 -3.99
H -0.18 2.61 -0.95
H 4.63 1.03 7.22
H 2.85 2.02 -4.39
H 0.39 9.03 -3.81
H -0.63 9.05 -2.33
H 0.22 1.05 -1.75
H 1.83 -5.82 0.51
H -1.00 -5.33 -0.72
H 3.01 4.81 -1.61
H -0.24 3.73 -6.86
H -2.08 6.04 -0.74
H 5.07 0.69 -3.24
H -3.43 1.40 0.54
H 0.31 -3.16 5.54
H -1.10 -2.42 -2.07
H 4.39 0.94 -1.01
H 1.36 -3.29 -4.28
H -5.26 0.88 6.12
H -6.32 -0.67 -4.90
H 4.10 -1.47 -10.05
H -5.93 2.10 5.04
H -3.74 -4.82 2.86
H -1.42 2.64 4.25
H 1.11 0.83 5.19
H -1.94 0.30 2.17
H -2.50 10.70 -5.05
H 0.47 3.40 -3.44
H -0.93 0.29 3.61
H 0.45 -3.98 1.51
H 2.31 -3.91 3.99
H 4.95 -6.68 -0.36
H -1.43 11.18 -3.76
H -3.67 -0.62 -3.88
H 2.09 -7.24 1.59
H 5.40 -6.32 -2.07
H -2.87 -2.53 1.90
H 0.52 6.84 -3.06
H -1.75 -3.45 4.16
H 0.45 -2.02 0.64
H -0.40 5.27 2.12
H 3.08 -5.78 1.73
H -2.53 -5.20 7.33
H 3.87 1.21 9.61
H 3.59 -1.21 2.87
H -4.26 -1.97 -1.96
H 0.21 1.66 -3.87
H -4.58 -6.40 -2.20
H 4.28 -7.58 -1.66
H 6.57 -0.72 -7.33
H 4.40 -0.34 5.11
H -2.46 -6.54 1.97
H -1.59 3.33 5.94
H -0.63 6.77 -4.42
H -2.50 6.95 3.12
H 3.03 3.35 3.47
H -5.86 -2.60 -1.91
H -0.77 -1.80 5.08
H 2.85 -3.11 -7.83
H -5.98 -6.77 -3.32
H -4.72 1.39 1.58
H 2.61 2.07 2.31
H -6.10 -0.21 -3.18
H -1.06 1.18 -0.42
H -3.48 4.16 -3.30
H 4.68 -2.09 1.93
H -4.25 1.62 -3.76
H -1.55 -6.58 6.83
H 1.72 1.86 6.51
H 0.72 -4.15 -2.87
H -4.88 2.22 0.07
H 1.39 -2.47 3.29
H 3.26 -2.27 -5.62
H -3.98 -4.24 -1.69
H -5.33 4.38 0.71
H 2.88 3.16 -1.03
H 1.37 0.50 -5.60
H 6.01 2.94 1.19
H -0.44 1.23 2.27
H 3.43 -0.52 -1.02
H -1.34 4.02 3.07
H 4.78 -0.49 0.13
H 2.87 -2.67 -0.63
H 1.63 -3.93 -0.77
H 4.59 -4.03 -1.48
H 0.86 0.04 -7.29
H -1.79 4.23 -2.78
H 5.67 3.35 2.80
H 1.17 -0.53 -0.87
H -3.70 1.20 -2.11
H -1.59 7.75 -0.87
H 7.02 -0.75 -3.74
H -2.79 -3.27 5.60
H -4.56 -1.29 3.31
H -3.95 -1.01 4.78
H -1.95 7.51 1.59
H 2.22 -4.73 -3.60
H 2.62 -2.38 -10.44
H 3.29 -0.64 -6.21
H -3.59 -3.96 -3.43
H 4.05 -0.58 9.84
H 2.31 1.56 -2.80
H -0.77 10.49 -5.33
H 2.82 -0.88 5.61
H -1.91 -6.56 -1.73
H 1.97 4.97 2.04
H -0.17 -0.22 -5.92
H -0.76 -5.00 7.30
H 1.61 2.52 4.89
H -1.85 -2.56 -3.67
H -5.58 3.63 2.34
H -3.96 5.06 3.36
H -0.71 1.91 5.72
H 6.09 -2.16 -4.01
H 1.43 3.69 0.91
H -0.93 3.75 1.45
H 7.72 -1.19 -6.12
H 1.43 4.01 -1.66
H -4.63 -5.79 1.65
H -3.51 8.03 2.17
H -3.77 -2.02 0.50
H 0.32 -0.66 6.95
H -1.14 2.52 -6.01
H -0.95 -7.04 -0.33
H -1.68 -4.99 1.39
H 4.08 -0.80 -3.42
H 5.14 1.78 2.16
H 2.44 0.20 9.98
H -2.45 -3.13 0.19
H 4.24 -1.97 -7.78
H 6.38 -2.28 -6.56
H -2.11 0.19 -4.51
H -0.39 6.38 -0.79
H -3.03 3.58 -1.69
H 2.02 -0.29 0.78
H -0.89 4.14 -5.41
H -7.22 -1.42 -3.71
H 4.75 -0.75 7.36
H -4.06 3.15 6.01
H 2.59 -0.67 -10.57
H 3.83 -4.54 0.07
H -0.31 -1.61 -3.41
H 4.42 -2.71 3.57
H -5.65 -1.22 4.73
H 0.03 -4.25 3.15
H -0.85 -0.87 0.14
*
```

These are the Mulliken partial charges, in e, on atoms 1 to 8: -0.60, -0.62, -0.43, -0.28, -0.22, 0.28, -0.20, -0.51


DFT (ωB97M-V with the def2-TZVPD basis set) results for a structure of composition C60H161N6O19V in a non-equilibrium geometry.

Values from the calculation:
<S²>: 2.009
E in eV: -138357.8465

ORCA input file:
```
! RIJCOSX wB97M-V def2-TZVPD def2/J DEFGRID3
* xyz 0 3
V 21.12 -18.32 -2.25
O 21.50 -24.43 2.54
O 17.09 -15.68 -3.09
O 22.14 -21.08 1.21
O 15.77 -13.80 3.58
O 24.01 -15.44 3.03
O 14.71 -22.09 4.39
O 20.90 -23.16 -3.24
O 18.21 -21.34 7.30
O 19.24 -18.85 -6.02
O 13.75 -18.63 -1.32
O 13.63 -15.62 2.92
O 21.88 -16.76 -1.56
O 22.34 -18.74 -3.80
O 14.14 -21.14 0.34
O 20.80 -20.87 6.02
O 26.68 -16.07 -2.52
O 18.50 -23.17 1.30
O 19.01 -18.69 6.25
O 19.67 -18.75 -1.03
N 24.90 -17.50 0.36
N 20.40 -20.41 -3.22
N 22.35 -19.44 -0.91
N 16.29 -25.57 -0.25
N 11.16 -21.80 3.27
N 19.53 -17.23 -3.57
C 18.77 -17.85 -0.58
C 21.93 -14.98 0.02
C 21.57 -20.71 8.40
C 13.86 -16.10 1.57
C 22.46 -18.18 -5.06
C 22.33 -21.20 2.63
C 18.20 -15.15 -3.83
C 16.01 -20.94 8.06
C 22.83 -20.75 -1.07
C 11.99 -21.43 -0.68
C 22.91 -21.68 6.51
C 18.68 -17.91 -8.22
C 25.90 -16.95 -1.81
C 21.55 -21.54 7.09
C 18.79 -25.67 -0.10
C 27.28 -16.87 0.48
C 15.79 -22.16 3.45
C 16.90 -23.10 6.86
C 14.00 -14.90 0.64
C 23.96 -20.68 -2.08
C 12.29 -20.67 5.15
C 19.60 -22.68 -3.04
C 16.83 -11.85 2.86
C 17.77 -13.16 4.85
C 25.96 -16.67 -0.27
C 16.92 -21.62 7.01
C 17.44 -25.15 0.46
C 18.08 -20.75 -2.59
C 23.26 -16.29 3.91
C 17.42 -23.67 0.50
C 23.17 -19.15 -6.07
C 13.50 -21.74 -0.79
C 18.46 -21.73 1.26
C 20.28 -26.15 3.66
C 23.24 -21.35 0.32
C 18.93 -18.15 4.92
C 14.35 -17.83 -2.28
C 22.41 -15.54 -1.27
C 26.37 -16.17 -3.91
C 20.55 -15.21 -4.42
C 16.53 -12.67 4.10
C 21.14 -24.17 -4.21
C 19.39 -20.28 -7.87
C 23.09 -17.67 3.28
C 18.63 -19.10 -7.29
C 15.20 -18.63 -3.25
C 19.81 -16.94 4.94
C 19.50 -15.79 -3.45
C 19.50 -21.28 -2.48
C 16.76 -15.10 -1.86
C 20.56 -23.86 4.67
C 13.47 -22.52 3.83
C 17.46 -17.80 4.69
C 13.85 -23.22 -0.80
C 18.64 -17.97 0.98
C 13.38 -16.87 -2.90
C 15.09 -16.96 1.53
C 24.03 -16.27 5.24
C 21.16 -24.92 3.79
C 12.44 -21.38 3.75
H 20.42 -26.68 2.70
H 17.41 -12.49 2.17
H 24.83 -16.92 -2.12
H 23.66 -20.22 -2.98
H 24.02 -18.18 3.22
H 21.91 -21.34 9.21
H 24.42 -21.67 -2.15
H 20.18 -18.75 -6.27
H 24.26 -15.20 5.34
H 17.77 -18.01 -0.97
H 22.16 -14.83 -2.10
H 19.66 -17.97 1.39
H 13.08 -16.75 1.22
H 15.02 -17.63 2.39
H 20.43 -20.03 -8.08
H 13.66 -19.49 -1.67
H 27.15 -16.71 1.56
H 15.47 -25.46 0.30
H 23.56 -22.35 7.12
H 17.48 -15.44 -1.07
H 16.79 -18.61 4.91
H 15.80 -23.18 2.95
H 21.95 -23.77 -4.87
H 16.71 -22.04 4.04
H 20.63 -20.27 8.67
H 13.01 -23.26 4.49
H 19.51 -16.23 5.72
H 10.53 -21.10 3.04
H 19.53 -25.17 0.43
H 20.46 -15.55 -5.50
H 17.96 -19.71 -2.18
H 16.81 -14.00 -1.87
H 19.89 -16.34 4.00
H 21.55 -15.46 -4.05
H 15.70 -19.44 -2.70
H 22.06 -15.73 0.85
H 20.47 -14.15 -4.45
H 18.90 -26.69 0.03
H 24.72 -19.96 -1.66
H 15.99 -21.34 9.06
H 20.27 -24.29 5.61
H 19.54 -17.53 -4.55
H 15.92 -17.97 -3.78
H 17.45 -10.92 3.02
H 20.84 -17.24 5.12
H 23.30 -16.51 6.07
H 11.86 -20.34 -0.92
H 17.40 -21.50 -2.17
H 20.42 -26.83 4.53
H 16.26 -19.92 8.18
H 25.79 -15.62 -0.17
H 22.45 -18.26 3.89
H 23.05 -18.70 -0.86
H 14.30 -20.18 0.20
H 13.84 -21.29 -1.75
H 22.96 -17.20 -4.99
H 19.58 -23.49 4.22
H 19.10 -22.60 -4.04
H 19.04 -23.43 -2.43
H 21.47 -17.93 -5.49
H 26.96 -15.48 -4.44
H 17.62 -23.49 6.13
H 14.99 -23.35 -0.87
H 19.74 -17.62 -8.44
H 17.28 -17.50 3.63
H 18.96 -16.82 -0.86
H 25.32 -15.95 -4.14
H 18.37 -20.40 7.21
H 17.47 -23.44 -0.55
H 21.85 -19.32 -0.07
H 19.05 -21.40 2.11
H 23.31 -20.68 2.97
H 12.71 -20.53 3.18
H 15.78 -14.46 4.29
H 22.02 -21.28 -1.47
H 13.13 -14.18 0.80
H 21.19 -22.94 4.92
H 18.67 -17.57 -3.12
H 18.23 -18.24 -9.11
H 23.32 -20.70 6.44
H 23.34 -18.69 -7.10
H 11.48 -19.94 4.99
H 23.47 -15.63 -1.24
H 14.98 -21.05 7.69
H 14.89 -14.31 1.01
H 11.92 -21.31 5.96
H 28.04 -16.17 0.13
H 21.45 -20.68 3.04
H 15.83 -21.37 2.74
H 17.40 -25.53 1.50
H 24.24 -19.33 -5.75
H 15.07 -17.49 0.62
H 26.31 -17.95 -1.93
H 21.45 -25.13 -3.76
H 23.49 -22.43 0.30
H 23.50 -14.92 2.44
H 10.67 -22.49 3.83
H 17.59 -19.39 -7.01
H 19.19 -18.81 4.13
H 24.99 -16.86 5.18
H 20.04 -20.15 -4.13
H 14.54 -19.02 -4.01
H 18.96 -20.61 -8.83
H 11.54 -21.84 -1.59
H 15.88 -11.50 2.36
H 13.54 -22.96 2.82
H 16.56 -21.18 6.07
H 22.37 -19.88 8.36
H 26.49 -17.17 -4.33
H 24.03 -16.98 0.25
H 22.89 -22.17 5.55
H 18.52 -13.69 4.26
H 20.78 -14.93 -0.05
H 21.29 -20.90 -3.36
H 22.21 -15.93 4.00
H 15.92 -23.37 6.48
H 22.57 -20.10 -6.11
H 14.11 -15.09 -0.36
H 22.44 -22.22 2.93
H 17.44 -13.85 5.59
H 13.17 -20.19 5.63
H 22.16 -25.12 4.23
H 18.22 -18.99 1.18
H 17.42 -21.47 1.27
H 13.49 -23.63 0.16
H 18.17 -12.27 5.39
H 17.90 -15.23 -4.87
H 17.18 -23.65 7.84
H 17.89 -20.68 -3.65
H 14.14 -14.84 3.10
H 19.27 -21.10 -7.18
H 22.63 -17.58 2.32
H 12.57 -17.44 -3.51
H 18.96 -21.24 0.38
H 16.04 -16.44 1.69
H 24.10 -20.82 0.72
H 13.98 -16.37 -3.66
H 15.01 -17.29 -1.64
H 25.07 -17.63 1.32
H 15.79 -15.43 -1.63
H 17.14 -16.92 5.28
H 18.15 -17.03 -7.95
H 19.89 -19.04 6.32
H 27.69 -17.86 0.34
H 18.84 -25.37 -1.15
H 21.09 -22.55 7.36
H 11.49 -21.78 0.23
H 13.43 -23.61 -1.69
H 16.43 -26.53 -0.51
H 19.80 -21.05 6.10
H 22.37 -14.04 0.30
H 17.99 -17.22 1.43
H 20.76 -23.95 2.14
H 19.19 -25.78 3.58
H 16.43 -23.31 0.77
H 19.66 -15.40 -2.48
H 12.89 -16.20 -2.19
H 20.25 -24.32 -4.83
H 15.90 -12.08 4.82
H 19.86 -21.20 -1.46
H 18.25 -14.07 -3.60
*
```

These are the Mulliken partial charges, in e, on atoms 1 to 8: 2.18, -0.47, 0.10, 0.18, -0.51, -0.62, -0.28, -0.17